Entry from OMol25: C40H60IN2O5PSe2SiSn as an isolated structure (wB97M-V/def2-TZVPD).

Values from the calculation:
* energy relative to the best compared isomer or geometry (same formula, charge and spin): 7.31 kcal/mol
* frontier orbital gap: 7.90 eV
* HOMO: -0.276 Eh
* charge: 0

Last column: Mulliken charge in e.
Cartesian coordinates (Å):
Sn -0.443464 1.008316 0.322893  0.31
C -0.265012 -0.588645 5.387014  -1.25
Se -0.510404 -0.958785 3.493631  0.35
C -2.458716 -0.970421 3.505912  -0.15
C -3.126361 0.370433 3.764015  -0.88
Se -2.889849 1.727917 2.382378  0.05
C -3.974106 0.852957 1.032087  -0.48
H -0.744476 -1.356604 5.990283  0.37
H -0.649484 0.395967 5.645566  0.31
H 0.807217 -0.603005 5.569623  0.37
H -2.767704 -1.689547 4.267251  0.50
H -2.754921 -1.378931 2.537232  -0.30
H -2.770678 0.822476 4.690980  0.37
H -4.204924 0.230304 3.866528  0.53
H -4.974453 0.670448 1.419615  0.43
H -3.505932 -0.078997 0.718446  -0.26
H -4.019960 1.531262 0.183289  0.38
O 1.688265 -1.149066 0.704371  0.49
C 2.733500 -1.842049 0.076226  -0.40
C 3.386779 -1.094723 -1.064846  0.76
C 4.655375 -1.478101 -1.497986  -0.89
C 5.248340 -0.784307 -2.533600  -0.57
C 4.563342 0.282285 -3.100374  -0.77
C 3.308833 0.584708 -2.606439  -0.34
N 2.721945 -0.085559 -1.613906  0.52
H 1.970414 -0.233448 0.891313  -0.16
H 2.315988 -2.779885 -0.300512  -0.45
H 3.516879 -2.110809 0.797931  0.40
H 5.165270 -2.300059 -1.012541  0.50
H 6.234596 -1.057110 -2.885208  0.40
H 4.991545 0.866958 -3.901529  0.45
H 2.742849 1.411643 -3.019933  0.39
N -0.493411 -0.250252 -2.460937  0.49
C -1.356146 -1.092330 -3.183263  0.19
C -1.708396 -0.764049 -4.493198  -0.68
C -2.578042 -1.559946 -5.213772  -0.60
C -3.095392 -2.718242 -4.648407  -0.90
C -2.749814 -3.046461 -3.349831  -0.06
C -1.901508 -2.239387 -2.590482  -0.49
P -1.498470 -2.619733 -0.845473  1.54
C -0.165000 -3.862050 -1.007368  0.61
C 0.417405 -4.334306 0.170096  -0.73
C 1.404919 -5.304247 0.130690  -0.51
C 1.851381 -5.792541 -1.091454  -0.67
C 1.301790 -5.307546 -2.268145  -0.69
C 0.291866 -4.353710 -2.227182  -0.61
C -2.926753 -3.677776 -0.395130  -0.06
C -2.836322 -5.031229 -0.090963  -0.11
C -3.961794 -5.739648 0.312287  -0.71
C -5.190412 -5.107223 0.407420  -0.53
C -5.292641 -3.755474 0.099630  -0.78
C -4.169339 -3.047455 -0.289302  -0.21
H -0.146555 0.513622 -3.026046  0.10
H 0.300547 -0.719989 -2.037928  -0.35
H -1.295230 0.132425 -4.939720  0.42
H -2.845166 -1.280512 -6.224382  0.38
H -3.760869 -3.356499 -5.212382  0.44
H -3.156623 -3.945368 -2.903647  0.46
H 0.101789 -3.932727 1.125705  0.43
H 1.840014 -5.664835 1.053310  0.46
H 2.629752 -6.543152 -1.124891  0.38
H 1.649752 -5.678732 -3.223207  0.42
H -0.146755 -3.996937 -3.151124  0.42
H -1.885829 -5.543277 -0.169555  0.30
H -3.873745 -6.792549 0.546764  0.42
H -6.065743 -5.662005 0.717166  0.38
H -6.248959 -3.253136 0.165380  0.43
H -4.257820 -1.993730 -0.531209  0.33
I -1.504134 3.313537 -0.915194  -0.52
C 1.450945 6.177782 -0.438731  -1.65
C 2.482824 5.080634 -0.216877  1.79
C 3.818100 5.678479 0.211946  -1.59
C 2.649978 4.231241 -1.470066  -1.23
O 1.976936 4.275988 0.854039  -0.17
Si 2.404248 2.805956 1.413179  -3.37
O 1.383663 1.644318 0.943889  2.58
O 2.444858 2.868482 3.052273  0.05
C 1.560381 3.517670 3.969368  1.95
C 0.114712 3.248934 3.567048  -1.07
C 1.860297 2.907331 5.332466  -1.85
C 1.848658 5.013615 3.983859  -1.66
O 3.914115 2.458060 0.891048  0.96
C 5.034800 1.857015 1.538618  1.85
C 5.633405 2.845264 2.531159  -1.86
C 6.027890 1.540519 0.426532  -1.53
C 4.601665 0.578404 2.243946  -1.30
H 1.775721 6.852903 -1.231380  0.39
H 1.318348 6.755376 0.476861  0.37
H 0.492843 5.741228 -0.715676  0.16
H 4.211806 6.329774 -0.569973  0.53
H 4.540545 4.886736 0.405258  0.03
H 3.689560 6.266488 1.121477  0.32
H 2.986476 4.851788 -2.302511  0.65
H 1.696591 3.776751 -1.738159  0.12
H 3.388663 3.447145 -1.299264  0.06
H -0.063196 2.172880 3.511206  -0.14
H -0.101494 3.687575 2.590242  0.10
H -0.574691 3.686248 4.292194  0.65
H 1.698707 1.830011 5.302723  0.22
H 1.216642 3.338536 6.100604  0.43
H 2.899563 3.091799 5.605155  0.41
H 1.647161 5.450308 3.008261  0.08
H 2.895398 5.188504 4.236117  0.36
H 1.224076 5.508757 4.729569  0.49
H 5.912850 3.765997 2.018456  0.35
H 6.526876 2.421283 2.992691  0.52
H 4.912027 3.084825 3.310584  0.12
H 6.314630 2.456704 -0.090085  0.33
H 5.573342 0.864086 -0.298291  0.09
H 6.926106 1.071822 0.831225  0.39
H 3.834968 0.791247 2.989542  0.00
H 5.451966 0.111380 2.743970  0.64
H 4.204314 -0.126754 1.515481  0.07

Forces on atoms 1 to 3 (eV/Å):
0.0 -0.4 0.3
0.0 0.1 0.0
0.0 0.0 -0.1